ORCA calculation (ωB97M-V/def2-TZVPD) on a structure of composition C26H58MoP4S in a non-equilibrium geometry.

Results
* 2S+1: 3
* orbital gap (alpha / beta): 5.89 / 6.73 eV
* charge: +4
* molecular weight: 622.65 g/mol
* strongest force on any atom: 4.1 eV Å⁻¹
* lowest unoccupied orbital energy (alpha / beta): -0.5003 / -0.4885 hartree

Geometry as XYZ:
```
90
Properties=species:S:1:pos:R:3:mulliken_spin:R:1
Mo 0.11771 0.59772 0.05405 1.369
P 1.83117 1.98086 0.76169 0.013
P -1.62355 1.40743 1.52487 -0.058
P -1.77261 3.11714 -1.64880 -0.033
H 0.25764 -0.14683 -5.04196 0.009
C 0.18292 0.80594 -4.51891 0.434
C 1.19455 1.13469 -3.55136 0.001
H 2.00660 0.43776 -3.34217 0.014
C 3.18480 1.18077 1.68676 0.025
C 1.44526 3.32848 1.93075 0.012
C 2.68086 2.82064 -0.61230 -0.026
C -3.34287 0.80463 1.21378 0.018
C -1.37046 0.77575 3.25717 0.013
C -1.99876 3.15591 1.98074 -0.001
C -1.71523 3.27932 -3.44062 0.008
C -1.00871 4.65685 -1.09533 0.017
C -3.56700 3.06270 -1.34798 0.001
H -0.43825 1.57882 -4.98188 0.030
H 1.47696 2.19494 -3.48153 0.017
H 3.67366 0.40485 1.09344 -0.005
H 2.79539 0.72213 2.59959 0.007
H 3.94622 1.90762 1.99142 -0.002
H 0.96725 2.92198 2.82931 0.006
H 0.78200 4.06172 1.46385 -0.010
H 2.37458 3.82943 2.22970 0.000
H 3.03268 2.09563 -1.35555 0.004
H 3.54132 3.39171 -0.24010 -0.002
H 1.99395 3.51011 -1.11430 -0.003
H -4.05867 1.36816 1.83007 0.000
H -3.42540 -0.25853 1.45960 0.002
H -3.60863 0.93101 0.16057 -0.005
H -2.10569 1.22351 3.94915 0.000
H -0.35446 1.05378 3.58080 0.002
H -1.48120 -0.32087 3.26957 -0.003
H -2.77412 3.13866 2.76349 -0.001
H -2.37443 3.74187 1.13363 -0.002
H -1.10377 3.63901 2.39172 -0.003
H -2.44734 4.06842 -3.68540 0.000
H -1.98624 2.34955 -3.94894 0.002
H -0.71830 3.59900 -3.76490 -0.001
H -1.49916 5.47259 -1.65166 0.001
H 0.06359 4.61618 -1.34830 -0.003
H -1.13636 4.80383 -0.01796 -0.001
H -4.03931 3.79154 -2.03205 0.000
H -3.82274 3.31831 -0.30987 0.000
H -3.93827 2.05092 -1.58477 -0.001
C -0.79374 -1.18308 -2.71965 0.008
C -2.17441 -1.28579 -2.91677 0.006
C -2.66978 -2.48235 -3.42394 0.005
C -1.87811 -3.63444 -3.41560 -0.002
C -0.52744 -3.55806 -3.03250 0.000
C 0.04226 -2.30695 -2.75084 0.009
S -0.12885 0.38030 -2.24633 0.154
H -0.95165 1.84566 -0.98650 0.023
H -2.78279 -0.39289 -2.78172 -0.002
H -3.70649 -2.50649 -3.75384 0.000
H -2.34918 -4.57457 -3.72225 0.000
H 0.10379 -4.45241 -2.96997 0.000
H 1.10475 -2.22970 -2.46744 0.002
C 0.06642 -2.74914 3.57467 0.002
C 0.97600 -1.63425 3.03352 0.009
C 2.31044 -1.73782 3.77001 0.000
P 1.03195 -1.56484 1.12330 -0.041
C 2.81890 -2.13308 0.74638 -0.025
C 3.10564 -3.58939 1.09084 0.000
C 3.40632 -1.76490 -0.63388 0.022
C -0.24967 -2.75198 0.40262 -0.009
C -0.09199 -4.26805 0.58834 0.000
C -1.70621 -2.30583 0.64907 0.020
H 0.41428 -3.71942 3.19119 0.000
H -1.00229 -2.64940 3.34216 0.000
H 0.15443 -2.77235 4.67550 0.000
H 0.53185 -0.66519 3.29878 -0.004
H 2.68017 -2.76793 3.72035 0.000
H 3.07838 -1.05542 3.40766 0.000
H 2.13038 -1.50578 4.82703 0.001
H 3.34695 -1.52215 1.49110 0.000
H 2.90075 -4.24705 0.24150 0.000
H 4.17843 -3.67888 1.30591 -0.002
H 2.57695 -3.95233 1.97745 0.000
H 3.20283 -0.73051 -0.96970 -0.004
H 4.50909 -1.86298 -0.56414 0.001
H 3.07693 -2.45936 -1.42685 0.001
H -0.04736 -2.57088 -0.66084 -0.018
H -0.47576 -4.57490 1.56950 0.001
H -0.69055 -4.76630 -0.19124 0.000
H 0.94041 -4.61549 0.45866 0.000
H -1.95977 -2.22119 1.71895 -0.007
H -1.94162 -1.33606 0.16875 0.006
H -2.39818 -3.05203 0.22164 -0.001
```

ORCA calculation (ωB97M-V/def2-TZVPD) on an isolated molecule of C9H22BN2O6P in a non-equilibrium geometry.

Results
* 2S+1: 1
* orbital gap: 9.91 eV
* molecular weight: 296.07 g/mol
* structure (SMILES): [H]/N=C\CO[P@](=O)(OCCCCCOCC)OB(N)O
* strongest force on any atom: 6.0 eV Å⁻¹
* lowest unoccupied orbital energy: 0.0032 hartree

Geometry as XYZ:
```
41
Properties=species:S:1:pos:R:3:nbo_charge:R:1
H 0.61272 1.23273 -0.82046 0.330
N 0.71775 2.14331 -1.31698 -0.569
C -0.11749 2.09282 -2.40408 0.084
C -1.06338 0.84239 -2.87202 -0.170
O -2.47783 1.05970 -2.46056 -0.740
P -2.70468 0.55818 -0.78428 2.401
O -2.00069 1.53106 0.24184 -1.063
O -2.33190 -1.12875 -0.59076 -0.779
C -1.42978 -1.38710 0.54077 -0.103
C -0.65190 -2.82216 0.17462 -0.425
C 1.00519 -2.69150 0.34678 -0.425
C 1.62221 -1.66765 -0.77607 -0.430
C 2.96929 -0.85591 -0.31648 -0.079
O 3.07674 -0.57843 1.12349 -0.570
C 4.15860 0.37504 1.41791 -0.078
C 3.57428 1.91936 1.28483 -0.667
O -4.44883 0.73569 -0.49369 -0.958
B -4.56633 0.84873 0.98295 1.261
N -4.74867 2.17688 1.74074 -1.107
O -4.47550 -0.44172 1.74704 -0.940
H -0.15414 3.07069 -3.08464 0.197
H -0.69666 -0.21918 -2.54471 0.212
H -1.08132 0.86384 -4.06268 0.225
H -2.01068 -1.59553 1.53474 0.201
H -0.55262 -0.59771 0.65581 0.216
H -1.11037 -3.69680 0.80193 0.223
H -0.84329 -3.04288 -0.96755 0.216
H 1.44793 -3.76505 0.09798 0.217
H 1.27360 -2.43358 1.45842 0.235
H 1.90400 -2.27396 -1.76369 0.223
H 0.77331 -0.92459 -1.09832 0.181
H 3.91975 -1.41423 -0.76577 0.177
H 2.92392 0.20703 -0.85713 0.182
H 5.12490 0.17480 0.78678 0.180
H 4.47177 0.24610 2.55639 0.197
H 3.04920 2.24967 2.28185 0.219
H 4.48978 2.63949 1.03347 0.214
H 2.76068 2.01836 0.42978 0.235
H -3.98269 2.85345 1.49443 0.411
H -4.55722 1.91832 2.74280 0.377
H -3.71490 -0.31758 2.38725 0.490
```

ORCA calculation (ωB97M-V/def2-TZVPD) on a structure of composition C38H34O2PS2Tl in a non-equilibrium geometry.

Results
* 2S+1: 1
* orbital gap: 6.64 eV
* molecular weight: 822.18 g/mol
* strongest force on any atom: 1.4 eV Å⁻¹
* lowest unoccupied orbital energy: 0.0120 hartree

Geometry as XYZ:
```
78
Properties=species:S:1:pos:R:3:mulliken_charge:R:1
Tl -1.01080 0.13446 1.32836 0.917
O -3.65119 1.91600 1.39546 -0.491
S -4.52591 0.70656 1.36473 0.206
C -4.40910 0.01407 -0.29599 0.110
C -4.75920 1.12838 -1.29371 -1.380
C -3.49097 1.65106 -1.95161 -0.417
C -2.99524 0.73337 -3.06829 -0.802
S -1.25728 0.34483 -2.82381 0.233
O -1.20629 -0.29207 -1.46639 -0.646
C -1.14930 -0.99275 -4.00273 0.473
C -1.03369 -0.72086 -5.35913 -0.489
C -0.93668 -1.77740 -6.25176 -0.567
C -0.94153 -3.08567 -5.78240 -0.447
C -1.04141 -3.34048 -4.42185 -0.715
C -1.14207 -2.29011 -3.51831 -0.313
C -3.64493 -0.58257 2.24238 0.515
C -3.74069 -1.93040 1.92374 -0.497
C -2.99415 -2.85247 2.64292 -0.588
C -2.17264 -2.42996 3.67885 -0.405
C -2.11269 -1.08478 4.01388 -0.352
C -2.85393 -0.15505 3.29914 -0.895
H -5.11236 -0.81812 -0.33736 0.444
H -3.38880 -0.35588 -0.43131 -0.128
H -5.26329 1.95661 -0.79148 0.463
H -5.46225 0.76108 -2.04466 0.461
H -2.73198 1.76222 -1.17388 0.149
H -3.66928 2.64796 -2.35569 0.558
H -3.06708 1.20392 -4.05179 0.532
H -3.51758 -0.22561 -3.11238 0.417
H -1.01476 0.30291 -5.71592 0.414
H -0.84537 -1.58026 -7.31196 0.390
H -0.85539 -3.90807 -6.48063 0.389
H -1.03698 -4.36092 -4.06029 0.405
H -1.20279 -2.45532 -2.44914 0.455
H -4.36922 -2.26888 1.11140 0.304
H -3.04947 -3.90279 2.38725 0.406
H -1.57492 -3.15067 4.22210 0.397
H -1.47714 -0.75403 4.82552 0.416
H -2.79347 0.90172 3.52670 0.769
C 5.33452 1.36881 -2.88582 -0.428
C 5.23401 0.18911 -2.16228 -0.719
C 4.20604 0.01605 -1.24379 0.101
C 3.25995 1.01577 -1.04098 0.119
C 3.36593 2.19409 -1.78278 -0.454
C 4.39834 2.37664 -2.69008 -0.718
P 1.84417 0.93001 0.12975 0.288
C 1.87452 -0.85722 0.58265 0.179
C 2.01026 -1.30627 1.89500 -0.016
C 1.89427 -2.65998 2.19624 -0.588
C 1.65435 -3.58147 1.18948 -0.643
C 1.52203 -3.14495 -0.12508 -0.820
C 1.61735 -1.79646 -0.42145 -0.356
C 2.53103 1.70149 1.63617 0.660
C 3.87744 1.84585 1.84235 -0.685
C 4.36476 2.42851 3.03233 -0.995
C 3.49056 2.88060 3.97586 -0.813
C 2.09069 2.76745 3.78782 0.856
C 1.18475 3.27826 4.75026 -0.886
C -0.15681 3.14941 4.55570 -1.214
C -0.64719 2.46485 3.41544 -0.180
C 0.16988 1.94108 2.43993 -0.889
C 1.58062 2.13554 2.62087 0.793
H 6.13719 1.50225 -3.59999 0.387
H 5.96155 -0.59974 -2.30787 0.410
H 4.14759 -0.90708 -0.67757 0.375
H 2.62845 2.97712 -1.64092 0.413
H 4.46817 3.30014 -3.25108 0.403
H 2.20819 -0.59550 2.68751 0.368
H 1.99536 -2.99022 3.22259 0.442
H 1.57117 -4.63551 1.42288 0.382
H 1.33348 -3.85898 -0.91753 0.455
H 1.48027 -1.45987 -1.44381 0.536
H 4.58178 1.52829 1.08432 0.403
H 5.43258 2.51845 3.18776 0.412
H 3.85919 3.33678 4.88841 0.365
H 1.57550 3.77487 5.63146 0.357
H -0.85100 3.55957 5.28140 0.417
H -1.72909 2.36226 3.32489 0.585
```

ORCA calculation (ωB97M-V/def2-TZVPD) on a structure of composition C32H49N2PS4Sb2V in a non-equilibrium geometry.

Results
* 2S+1: 4
* orbital gap (alpha / beta): 4.55 / 4.74 eV
* charge: -2
* molecular weight: 915.46 g/mol
* strongest force on any atom: 1.6 eV Å⁻¹
* ΔE to the lowest compared entry with this formula, charge and spin: 32.2 kcal per mole
* lowest unoccupied orbital energy (alpha / beta): 0.1448 / 0.1447 hartree

Geometry as XYZ:
```
91
Properties=species:S:1:pos:R:3:mulliken_spin:R:1
V -1.24588 0.78737 -1.36261 3.005
C 2.66800 5.24123 -0.65194 0.002
C 2.47553 4.28161 0.33319 -0.001
C 1.24547 3.64578 0.44331 0.001
C 0.18956 3.97104 -0.40518 -0.005
C 0.39686 4.91970 -1.39692 0.005
C 1.63161 5.55268 -1.51944 0.000
P -1.37694 3.01774 -0.26149 0.016
C -2.28847 3.99480 1.02747 0.001
C -1.65438 4.79461 1.96450 -0.002
C -2.36769 5.37293 3.02011 -0.002
C -3.72505 5.14776 3.14566 0.003
C -4.37576 4.35523 2.21054 0.007
C -3.65968 3.77935 1.16376 0.026
C -2.32693 3.30537 -1.77753 -0.033
C -3.02375 4.47008 -2.12772 -0.028
C -3.68944 4.49718 -3.34040 0.046
C -3.63601 3.36691 -4.17090 -0.021
C -2.94344 2.22172 -3.80203 -0.028
C -2.25807 2.13496 -2.56198 -0.098
H 3.63125 5.72542 -0.75678 0.000
H 3.28816 4.00171 0.99276 0.000
H 1.11478 2.86042 1.18107 0.000
H -0.40144 5.14299 -2.09382 0.001
H 1.78457 6.27687 -2.30967 0.000
H -0.59327 4.98971 1.86843 0.001
H -1.84930 5.99810 3.73715 0.000
H -4.27761 5.58849 3.96784 0.000
H -5.44226 4.18046 2.29013 0.000
H -4.17316 3.17056 0.42733 0.009
H -3.04765 5.33272 -1.46635 -0.004
H -4.23736 5.38167 -3.64670 0.005
H -4.15242 3.39024 -5.12633 0.000
H -2.91885 1.37332 -4.48040 0.015
N -3.07977 -0.39084 -0.99660 -0.032
C -3.60972 -0.51594 0.35975 0.037
C -2.50251 -1.11588 1.20490 -0.019
N -1.30761 -0.27446 1.11073 0.034
H -3.75503 -0.06527 -1.68428 0.007
H -2.84403 -1.31909 -1.35879 0.014
H -4.49965 -1.15048 0.41479 0.001
H -3.88113 0.47491 0.73607 0.002
H -2.24510 -2.09144 0.78202 0.001
H -2.85946 -1.28383 2.22732 -0.003
H -0.48306 -0.71669 1.49648 0.002
H -1.44877 0.62289 1.55969 -0.004
S -1.35241 -0.39588 -6.10279 -0.001
Sb -1.15458 -2.09220 -4.59026 0.013
S 0.15623 -0.95842 -2.14821 0.007
S 0.92828 1.01105 -2.20152 -0.008
S -3.22079 -2.48810 -3.58126 -0.002
C 2.83699 -4.51583 2.92055 0.000
C 1.80243 -3.43618 2.58992 0.001
C 0.41272 -3.96100 2.96684 0.000
C 2.08081 -2.22597 3.48447 0.000
Sb 1.44946 -2.53570 0.55778 0.011
C 3.42784 -1.69464 0.09460 -0.002
C 3.68732 -1.57156 -1.40683 -0.001
C 3.35447 -0.27340 0.67101 -0.004
C 4.59411 -2.44869 0.72816 -0.001
C 1.13726 -4.31284 -0.70063 0.002
C -0.39047 -4.37635 -0.83720 0.005
C 1.75136 -4.19957 -2.09491 0.006
C 1.63079 -5.61944 -0.08915 -0.001
H 2.76218 -4.77219 3.99242 0.000
H 3.86105 -4.19050 2.74405 0.000
H 2.68602 -5.43821 2.36558 0.000
H 0.38255 -4.20702 4.04141 0.000
H 0.13417 -4.86463 2.41794 0.000
H -0.37150 -3.21902 2.77821 0.001
H 1.92547 -2.49649 4.54154 0.000
H 1.41694 -1.38236 3.26584 0.000
H 3.10571 -1.85996 3.38956 0.000
H 2.85510 -1.11051 -1.94623 0.005
H 3.91050 -2.53344 -1.86085 0.000
H 4.56961 -0.92616 -1.54655 -0.001
H 2.58210 0.31693 0.16418 0.008
H 4.32219 0.23097 0.51120 -0.002
H 3.15011 -0.27021 1.74706 0.002
H 4.64671 -3.48934 0.39266 0.000
H 4.55695 -2.44627 1.81772 0.000
H 5.53579 -1.95647 0.43457 0.000
H -0.81278 -3.48961 -1.31801 -0.003
H -0.88442 -4.49604 0.13447 0.000
H -0.66821 -5.23660 -1.46388 0.000
H 1.55335 -3.24696 -2.58675 0.003
H 1.31623 -4.98860 -2.72625 0.000
H 2.83032 -4.36058 -2.06324 0.000
H 1.17980 -5.83585 0.87913 0.000
H 2.71806 -5.63314 0.02942 0.000
H 1.35907 -6.44770 -0.76294 0.000
```

ORCA calculation (ωB97M-V/def2-TZVPD) on a cluster of 2 separate species, CHO4S in total in a non-equilibrium geometry.

Results
* 2S+1: 1
* orbital gap (alpha / beta): 8.15 / 8.15 eV
* charge: -1
* molecular weight: 109.08 g/mol
* strongest force on any atom: 3.0 eV Å⁻¹
* ΔE to the lowest compared entry with this formula, charge and spin: 46.0 kcal per mole
* lowest unoccupied orbital energy (alpha / beta): 0.1481 / 0.1481 hartree

Geometry as XYZ:
```
7
Properties=species:S:1:pos:R:3:nbo_charge:R:1
C -1.27678 -0.66638 0.12486 0.227
O 1.82040 -0.00898 0.97426 -0.986
O -2.32262 -0.54948 -0.49741 -0.566
O 1.27729 0.28114 -1.41995 -0.990
O 0.60770 1.95086 0.16566 -0.996
S 0.90317 0.54574 -0.04484 2.218
H -1.00916 -1.55289 0.69742 0.092
```

ORCA calculation (ωB97M-V/def2-TZVPD) on a cluster of 6 separate species, C5H20NO6S in total in a non-equilibrium geometry.

Results
* 2S+1: 2
* orbital gap (alpha / beta): 9.72 / 6.81 eV
* molecular weight: 222.28 g/mol
* strongest force on any atom: 3.3 eV Å⁻¹
* ΔE to the lowest compared entry with this formula, charge and spin: 32.9 kcal per mole
* lowest unoccupied orbital energy (alpha / beta): -0.0026 / -0.1075 hartree

Geometry as XYZ:
```
33
Properties=species:S:1:pos:R:3:mulliken_spin:R:1
C 0.87027 1.53244 1.14304 0.004
N 0.48608 0.16936 0.60351 -0.034
C -0.21922 -0.57570 1.61481 -0.001
C -0.35460 -2.09828 1.28563 -0.009
S -1.52692 -2.24779 -0.20697 1.003
C -1.66927 -0.20908 1.69294 -0.023
O -2.18784 0.78427 1.23971 0.009
C 1.42053 2.46807 0.12186 0.000
H 1.64989 1.36237 1.97508 0.001
H 0.06509 2.08379 1.75235 0.000
H -0.02424 0.37605 -0.29850 0.008
H 0.26915 -0.54429 2.63391 0.011
H 0.48321 -2.57016 0.79416 0.005
H -0.84537 -2.62789 2.09188 0.015
H -2.20667 -0.79648 2.50763 0.002
H 1.82038 3.34020 0.69096 0.000
H 2.20135 2.06000 -0.53804 0.000
H 0.66778 2.84514 -0.53916 0.000
H 1.77025 -1.00968 2.89340 0.000
H 2.84207 -0.37342 1.85090 0.000
O 2.66484 -0.76588 2.70570 0.001
H -2.97594 0.48181 -1.82018 0.000
H -2.32599 0.96246 -0.48055 0.000
O -2.39352 1.15858 -1.45362 -0.001
H 1.39938 -0.22867 -3.62564 0.000
H 0.94058 1.14787 -3.09977 0.001
O 1.67710 0.45924 -3.01102 -0.001
H -0.51834 2.43179 -2.28810 0.000
H -1.26995 1.30639 -2.77168 0.000
O -0.47263 1.88418 -3.08062 0.000
H 2.38701 -0.53884 -1.72163 0.000
H 2.21282 -1.09028 -0.36328 0.006
O 2.82154 -1.15754 -1.10891 0.001
```

ORCA calculation (ωB97M-V/def2-TZVPD) on an isolated molecule of C2H5OP in a non-equilibrium geometry.

Results
* 2S+1: 1
* orbital gap: 10.27 eV
* molecular weight: 76.03 g/mol
* structure (SMILES): O=CCP
* strongest force on any atom: 3.8 eV Å⁻¹
* ΔE to the lowest compared entry with this formula, charge and spin: 35.1 kcal per mole
* lowest unoccupied orbital energy: 0.0274 hartree

Geometry as XYZ:
```
9
Properties=species:S:1:pos:R:3:nbo_charge:R:1
O 0.75159 -2.22671 -1.17833 -0.492
C 0.39329 -1.64457 -0.20501 0.474
C -0.27001 -0.07725 -0.28309 -0.795
P 0.58071 1.36888 0.72124 0.239
H 0.40728 -1.96840 0.88258 0.116
H -0.44880 0.29915 -1.29153 0.238
H -1.34298 -0.04224 0.17588 0.238
H -0.61097 1.76382 1.41191 -0.021
H 0.53988 2.52732 -0.23365 0.002
```